[1]
{
  "formula": "C29H30F9GeN8O2RuSe",
  "method": "wB97M-V/def2-TZVPD",
  "largest_force_ha_per_bohr": 0.080,
  "lumo_energy_ev": [-9.97, -12.67],
  "orbital_gap_ev": [7.3878, 4.5079],
  "e_tot_ev": -195445.3531,
  "multiplicity": 5,
  "charge": 3,
  "s2": 6.0521,
  "symbols": ["Ru", "C", "N", "C", "N", "C", "N", "C", "C", "C", "C", "C", "C", "C", "N", "N", "C", "O", "C", "C", "C", "C", "C", "C", "N", "C", "N", "C", "N", "C", "H", "H", "H", "H", "H", "H", "H", "H", "H", "H", "H", "H", "H", "H", "H", "H", "C", "Ge", "C", "C", "C", "Se", "C", "H", "H", "H", "H", "H", "H", "H", "H", "H", "H", "H", "H", "H", "H", "F", "C", "F", "F", "C", "O", "C", "F", "F", "F", "C", "F", "F", "F"],
  "positions_angstrom": [[10.081, -15.068, 1.939], [10.441, -19.636, 5.225], [10.249, -18.629, 4.169], [10.324, -17.315, 4.033], [10.018, -17.015, 2.787], [9.836, -18.220, 2.143], [10.027, -19.210, 2.925], [10.575, -19.040, 6.581], [9.605, -19.329, 7.552], [9.642, -18.770, 8.834], [10.701, -17.944, 9.203], [11.595, -17.571, 8.181], [11.643, -18.211, 6.928], [12.449, -16.385, 8.377], [13.639, -16.265, 7.942], [13.914, -14.854, 7.834], [12.860, -14.215, 8.196], [11.857, -15.096, 8.633], [12.421, -12.874, 7.864], [11.179, -12.488, 8.444], [10.481, -11.429, 7.880], [10.866, -10.858, 6.644], [12.090, -11.266, 6.104], [12.509, -10.848, 4.701], [11.792, -11.641, 3.655], [11.459, -12.969, 3.521], [10.836, -13.078, 2.374], [10.760, -11.833, 1.796], [11.370, -10.942, 2.528], [12.928, -12.190, 6.770], [11.337, -20.219, 4.916], [9.591, -20.318, 5.258], [10.475, -16.609, 4.807], [9.584, -18.257, 1.080], [8.824, -20.084, 7.228], [8.850, -19.006, 9.601], [10.938, -17.636, 10.235], [12.517, -17.980, 6.309], [10.745, -13.130, 9.218], [9.586, -11.044, 8.375], [10.326, -10.014, 6.223], [13.599, -10.911, 4.466], [12.294, -9.778, 4.547], [11.762, -13.742, 4.211], [10.241, -11.650, 0.865], [13.918, -12.435, 6.392], [16.349, -14.473, 0.626], [15.203, -15.955, 1.142], [15.106, -17.269, -0.307], [15.661, -16.300, 2.973], [13.307, -15.376, 1.492], [11.689, -15.710, 0.302], [11.842, -14.201, -0.892], [17.377, -14.829, 0.323], [16.473, -13.818, 1.504], [15.898, -13.981, -0.219], [15.915, -18.014, -0.401], [15.024, -16.782, -1.269], [14.173, -17.841, -0.196], [16.740, -16.250, 3.038], [15.317, -17.204, 3.449], [15.239, -15.414, 3.582], [13.340, -14.298, 1.534], [13.006, -15.836, 2.429], [11.691, -14.587, -1.916], [12.845, -13.770, -0.849], [11.130, -13.421, -0.679], [5.491, -15.017, 4.400], [6.677, -15.390, 3.787], [7.178, -16.451, 4.483], [6.395, -15.809, 2.520], [7.688, -14.194, 3.765], [8.968, -14.625, 3.528], [7.706, -13.486, 5.217], [8.798, -12.721, 5.331], [6.561, -12.699, 5.491], [7.751, -14.478, 6.184], [7.180, -13.165, 2.687], [7.840, -11.977, 2.773], [5.799, -12.821, 2.849], [7.326, -13.635, 1.421]],
  "mulliken_spin": [2.8054, 0.0028, 0.0050, 0.0474, -0.0488, 0.0346, 0.0054, -0.0211, 0.0648, -0.0122, 0.0351, 0.0406, 0.0449, 0.1066, 0.0662, 0.2265, 0.0521, -0.0185, 0.1222, 0.0585, -0.0121, 0.1608, -0.0097, 0.0058, -0.0026, 0.0405, -0.0204, 0.0249, 0.0045, 0.0938, 0.0001, 0.0003, 0.0034, 0.0024, -0.0005, 0.0001, -0.0015, 0.0003, -0.0026, 0.0021, -0.0047, -0.0009, -0.0008, 0.0075, 0.0045, -0.0001, 0.0016, 0.0080, 0.0007, 0.0017, 0.0286, -0.0412, 0.0269, 0.0005, 0.0000, 0.0000, 0.0004, -0.0002, 0.0006, 0.0004, 0.0001, -0.0003, -0.0009, -0.0014, -0.0011, 0.0002, -0.0045, 0.0029, 0.0067, 0.0000, 0.0013, -0.0058, 0.0361, -0.0001, 0.0004, 0.0004, -0.0008, 0.0216, 0.0002, 0.0003, 0.0040]
}

=====

[2]
{
  "formula": "C29H30N2O7SSeSiTa",
  "method": "wB97M-V/def2-TZVPD",
  "largest_force_ha_per_bohr": 0.009,
  "lumo_energy_ev": -3.66,
  "orbital_gap_ev": 7.5410,
  "e_tot_ev": -133484.0344,
  "multiplicity": 1,
  "charge": 1,
  "symbols": ["Ta", "O", "C", "O", "C", "C", "C", "C", "C", "N", "C", "O", "O", "H", "H", "H", "H", "C", "C", "C", "C", "C", "C", "C", "S", "O", "O", "O", "H", "H", "H", "H", "H", "H", "H", "C", "C", "C", "C", "C", "C", "N", "C", "C", "C", "C", "C", "C", "H", "H", "H", "H", "H", "H", "H", "H", "H", "H", "C", "Si", "C", "C", "Se", "H", "H", "H", "H", "H", "H", "H", "H", "H"],
  "positions_angstrom": [[0.553, -0.105, 0.178], [3.432, 3.443, 1.781], [2.704, 2.494, 1.207], [1.601, 2.160, 1.559], [3.370, 1.842, 0.042], [4.541, 2.293, -0.532], [5.017, 1.645, -1.666], [4.309, 0.573, -2.177], [3.159, 0.177, -1.517], [2.699, 0.789, -0.433], [2.307, -0.975, -1.986], [2.415, -1.447, -3.077], [1.442, -1.367, -1.048], [2.909, 3.845, 2.495], [5.051, 3.144, -0.104], [5.925, 1.985, -2.146], [4.613, 0.039, -3.066], [-5.238, 3.935, -4.008], [-4.002, 3.491, -3.279], [-3.458, 4.264, -2.253], [-2.308, 3.869, -1.598], [-1.712, 2.668, -1.967], [-2.232, 1.871, -2.976], [-3.374, 2.299, -3.629], [-0.248, 2.210, -1.164], [0.661, 3.309, -1.168], [0.269, 0.933, -1.774], [-0.568, 1.694, 0.231], [-5.652, 4.843, -3.574], [-6.004, 3.159, -3.979], [-5.012, 4.131, -5.057], [-3.936, 5.195, -1.974], [-1.871, 4.482, -0.821], [-1.751, 0.940, -3.242], [-3.787, 1.691, -4.424], [-4.100, -0.966, -2.583], [-4.237, -0.363, -1.340], [-3.200, -0.416, -0.421], [-2.029, -1.083, -0.754], [-1.871, -1.660, -2.008], [-2.914, -1.602, -2.921], [-0.991, -1.254, 0.248], [-1.156, -2.478, 1.000], [-0.524, -3.635, 0.570], [-0.671, -4.802, 1.306], [-1.444, -4.809, 2.458], [-2.079, -3.646, 2.874], [-1.938, -2.476, 2.144], [-4.919, -0.936, -3.290], [-5.157, 0.145, -1.081], [-3.294, 0.040, 0.556], [-0.944, -2.166, -2.249], [-2.802, -2.067, -3.892], [0.089, -3.612, -0.322], [-0.179, -5.707, 0.975], [-1.559, -5.721, 3.029], [-2.687, -3.650, 3.768], [-2.419, -1.560, 2.465], [4.219, -2.511, 2.922], [3.034, -1.426, 3.841], [2.057, -2.305, 5.143], [3.763, 0.185, 4.396], [1.363, -0.879, 2.283], [5.025, -2.821, 3.594], [4.666, -1.989, 2.075], [3.717, -3.407, 2.556], [2.737, -2.713, 5.895], [1.494, -3.131, 4.706], [1.359, -1.632, 5.640], [4.488, -0.005, 5.192], [2.993, 0.851, 4.787], [4.283, 0.686, 3.579]],
  "lowdin_charge": [1.5485, 0.1593, -0.4743, 0.0128, -0.1592, 0.0474, 0.0099, 0.0554, -0.1633, 0.0603, -0.5247, 0.1661, -0.2202, 0.1537, 0.1317, 0.1261, 0.1371, -0.0343, -0.2440, -0.0141, -0.0320, -0.2858, -0.0418, -0.0207, 0.5943, -0.2206, -0.3798, -0.4183, 0.0801, 0.0878, 0.0922, 0.1209, 0.1261, 0.1105, 0.1258, -0.0868, -0.0668, -0.0204, -0.2884, -0.0229, -0.0666, -0.1976, -0.3477, -0.0348, -0.0652, -0.0794, -0.0686, -0.0414, 0.1102, 0.1128, 0.1205, 0.1179, 0.1137, 0.1113, 0.1089, 0.1064, 0.1085, 0.1163, -0.2094, 0.2529, -0.2135, -0.2070, 0.5637, 0.0453, 0.0344, 0.0407, 0.0466, 0.0362, 0.0420, 0.0456, 0.0401, 0.0297]
}

=====

[3]
{
  "formula": "C29H30N3O5",
  "method": "wB97M-V/def2-TZVPD",
  "largest_force_ha_per_bohr": 0.061,
  "lumo_energy_ev": 0.61,
  "orbital_gap_ev": 4.1741,
  "e_tot_ev": -45264.2049,
  "multiplicity": 1,
  "charge": -1,
  "symbols": ["C", "C", "N", "C", "C", "C", "C", "N", "O", "O", "C", "C", "H", "H", "H", "H", "H", "C", "C", "C", "C", "C", "C", "C", "C", "C", "C", "C", "C", "N", "O", "O", "C", "C", "C", "C", "C", "C", "C", "C", "C", "O", "H", "H", "H", "H", "H", "H", "H", "H", "H", "H", "H", "H", "H", "H", "H", "H", "H", "H", "H", "H", "H", "H", "H", "H", "H"],
  "positions_angstrom": [[-1.557, 0.033, -1.381], [-2.455, -0.991, -0.842], [-3.171, -1.848, -0.501], [-2.365, 0.890, -2.368], [-1.760, 1.400, -3.531], [-2.498, 2.102, -4.473], [-3.850, 2.379, -4.201], [-4.534, 3.287, -5.058], [-5.707, 3.623, -4.782], [-3.918, 3.726, -6.058], [-4.483, 1.859, -3.061], [-3.731, 1.133, -2.143], [-0.756, -0.474, -1.953], [-0.694, 1.237, -3.705], [-2.056, 2.473, -5.395], [-5.545, 2.040, -2.912], [-4.223, 0.749, -1.247], [-0.864, -4.455, 2.264], [-1.048, -3.089, 2.946], [-2.531, -2.734, 2.927], [-0.599, -3.211, 4.409], [-0.212, -2.017, 2.206], [-0.779, -0.968, 1.522], [-0.053, -0.127, 0.661], [-0.855, 0.819, -0.250], [-0.040, 2.004, -0.789], [1.051, 1.797, -1.649], [1.762, 2.877, -2.168], [1.384, 4.180, -1.803], [2.204, 5.282, -2.181], [1.900, 6.422, -1.758], [3.205, 5.074, -2.904], [0.279, 4.404, -0.967], [-0.430, 3.315, -0.477], [1.351, -0.190, 0.716], [2.021, -1.170, 1.424], [3.561, -1.307, 1.417], [4.112, -1.380, 2.847], [4.231, -0.128, 0.715], [3.971, -2.600, 0.698], [1.239, -2.185, 2.130], [1.796, -3.201, 2.633], [0.186, -4.757, 2.312], [-1.481, -5.208, 2.772], [-1.166, -4.394, 1.211], [-2.704, -1.798, 3.471], [-2.906, -2.639, 1.901], [-3.105, -3.524, 3.427], [-0.728, -2.252, 4.923], [-1.205, -3.973, 4.917], [0.455, -3.500, 4.458], [-1.843, -0.768, 1.640], [-1.668, 1.246, 0.367], [1.359, 0.783, -1.925], [2.606, 2.745, -2.839], [0.003, 5.424, -0.713], [-1.308, 3.474, 0.155], [1.935, 0.560, 0.183], [3.699, -2.249, 3.366], [5.204, -1.474, 2.808], [3.853, -0.473, 3.405], [3.930, -0.062, -0.337], [3.994, 0.815, 1.223], [5.320, -0.264, 0.743], [3.605, -2.599, -0.335], [5.065, -2.679, 0.689], [3.551, -3.464, 1.222]],
  "nbo_charge": [-0.3654, 0.3244, -0.3295, 0.0323, -0.1547, -0.1825, 0.0017, 0.5044, -0.3844, -0.3904, -0.1622, -0.2140, 0.2599, 0.2188, 0.2518, 0.2480, 0.2390, -0.6115, -0.0658, -0.6104, -0.6092, -0.1492, -0.2184, -0.1054, -0.2714, 0.1731, -0.2650, -0.1595, -0.0090, 0.5060, -0.3918, -0.3891, -0.1662, -0.2382, -0.2380, -0.1506, -0.0675, -0.6106, -0.6013, -0.6099, 0.4880, -0.7926, 0.2488, 0.1822, 0.2005, 0.1955, 0.2227, 0.1965, 0.1933, 0.1813, 0.2481, 0.1949, 0.2089, 0.2359, 0.2469, 0.2474, 0.2223, 0.1910, 0.2520, 0.1803, 0.1952, 0.1940, 0.2040, 0.1995, 0.1916, 0.1808, 0.2525]
}

=====

[4]
{
  "formula": "C29H31AuF5Ge2I2",
  "method": "wB97M-V/def2-TZVPD",
  "largest_force_ha_per_bohr": 0.008,
  "lumo_energy_ev": 0.44,
  "orbital_gap_ev": 5.1704,
  "e_tot_ev": -177089.0415,
  "multiplicity": 1,
  "charge": -1,
  "symbols": ["Au", "C", "C", "Ge", "C", "C", "C", "C", "Ge", "C", "C", "C", "C", "C", "C", "C", "C", "C", "C", "H", "H", "H", "H", "H", "H", "H", "H", "H", "H", "H", "H", "H", "H", "H", "H", "H", "H", "H", "H", "H", "H", "H", "H", "H", "H", "F", "C", "C", "C", "F", "C", "F", "C", "F", "C", "F", "I", "I", "C", "C", "C", "C", "C", "C", "C", "H", "H", "H", "H", "H"],
  "positions_angstrom": [[-0.789, 0.606, -0.351], [-0.435, -4.105, 1.475], [-1.056, -2.868, 0.814], [-0.081, -1.198, 1.171], [-0.274, -0.629, 3.041], [0.366, -1.581, 4.058], [1.795, -1.626, 0.913], [2.540, -0.980, 0.012], [1.610, 0.484, -0.997], [1.784, -0.052, -2.877], [1.079, -1.395, -3.095], [2.601, 2.077, -0.423], [2.468, 2.249, 1.094], [3.992, -1.316, -0.200], [4.776, -0.606, -1.111], [6.118, -0.906, -1.317], [6.718, -1.938, -0.614], [5.956, -2.663, 0.296], [4.621, -2.355, 0.496], [-0.927, -5.019, 1.132], [-0.525, -4.079, 2.561], [0.626, -4.202, 1.238], [-2.097, -2.753, 1.118], [-1.061, -2.994, -0.271], [-1.333, -0.487, 3.265], [0.194, 0.356, 3.108], [-0.158, -2.536, 4.108], [0.350, -1.151, 5.063], [1.410, -1.793, 3.814], [2.224, -2.418, 1.531], [2.841, -0.134, -3.134], [1.360, 0.716, -3.527], [1.484, -2.171, -2.441], [1.182, -1.743, -4.125], [0.009, -1.318, -2.879], [2.238, 2.964, -0.942], [3.650, 1.961, -0.700], [1.421, 2.371, 1.389], [3.013, 3.127, 1.449], [2.854, 1.379, 1.632], [4.337, 0.203, -1.676], [6.689, -0.327, -2.032], [7.762, -2.177, -0.771], [6.406, -3.475, 0.855], [4.059, -2.942, 1.210], [-2.209, 2.012, 2.205], [-3.026, 1.026, 1.768], [-2.684, 0.292, 0.654], [-3.590, -0.683, 0.299], [-3.375, -1.435, -0.810], [-4.762, -0.933, 0.988], [-5.619, -1.889, 0.595], [-5.057, -0.173, 2.105], [-6.185, -0.396, 2.795], [-4.183, 0.822, 2.498], [-4.472, 1.565, 3.577], [0.014, 3.430, -2.647], [2.048, 5.300, -4.362], [-1.384, 2.308, -1.617], [-2.751, 2.806, -1.764], [-3.790, 1.873, -1.867], [-5.104, 2.278, -2.031], [-5.407, 3.631, -2.056], [-4.394, 4.579, -1.955], [-3.077, 4.173, -1.832], [-3.543, 0.822, -1.886], [-5.886, 1.536, -2.128], [-6.436, 3.952, -2.160], [-4.627, 5.634, -1.982], [-2.295, 4.914, -1.745]],
  "nbo_charge": [0.7018, -0.6075, -0.8425, 1.1825, -0.8447, -0.6071, -0.6546, -0.4058, 1.0550, -0.8444, -0.6099, -0.8433, -0.6113, 0.0226, -0.2306, -0.1994, -0.2268, -0.2174, -0.2131, 0.2017, 0.1960, 0.2020, 0.2162, 0.2279, 0.2172, 0.2282, 0.1955, 0.2024, 0.2014, 0.1872, 0.2172, 0.2305, 0.2047, 0.2020, 0.2024, 0.2369, 0.2176, 0.2019, 0.2046, 0.2040, 0.2135, 0.2100, 0.2055, 0.2040, 0.2009, -0.3297, 0.3464, -0.5135, 0.3398, -0.3363, 0.2326, -0.3031, 0.2640, -0.2992, 0.2371, -0.3010, 0.4416, -0.8199, -0.3748, -0.1541, -0.1713, -0.2189, -0.1733, -0.2250, -0.1794, 0.2278, 0.2171, 0.2111, 0.2173, 0.2300]
}